Record 1
Here is C26H15BrCl5N5O4SSm as an isolated structure in a non-equilibrium geometry from the Open Molecules 2025 dataset. Energies are from ωB97M-V/def2-TZVPD.

Each line ends with the Löwdin spin population.
Element x y z (Å)
Sm 0.0490 -0.1102 0.2769  5.08
C -0.2158 4.6935 -3.0911  0.00
C -1.1206 3.5210 -3.1246  0.00
N -2.0988 3.3264 -3.9498  0.00
N -2.6048 2.1047 -3.5837  0.00
C -1.9619 1.5238 -2.5619  0.00
S -2.2435 0.0374 -1.8526  0.00
N -0.9997 2.4480 -2.2677  0.00
N -0.0963 2.2709 -1.2309  0.00
H -0.5535 5.4156 -3.8291  0.00
H 0.8083 4.3995 -3.3269  0.00
H -0.2170 5.1596 -2.1054  0.00
H -3.4011 1.7179 -4.0594  0.00
H 0.8534 2.4725 -1.5283  0.00
H -0.3516 2.8456 -0.4323  0.00
Br 2.1101 -1.8109 1.6825  -0.01
C 3.5248 -1.6460 0.4020  0.00
C 4.6986 -2.2260 0.7765  0.00
C 5.8049 -2.1638 -0.0972  0.00
C 5.6813 -1.5298 -1.2955  0.00
C 4.4550 -0.9369 -1.6889  0.00
C 4.3459 -0.3075 -2.9553  0.00
C 3.1538 0.2133 -3.3551  0.00
C 2.0314 0.1454 -2.4930  0.00
C 2.0526 -0.4137 -1.2342  -0.02
C 3.3122 -0.9774 -0.8385  0.00
H 4.7817 -2.7241 1.7320  0.00
H 6.7394 -2.6255 0.1941  0.00
H 6.5227 -1.4711 -1.9767  0.00
H 5.2203 -0.2650 -3.5946  0.00
H 3.0633 0.6796 -4.3304  0.00
H 1.0923 0.5406 -2.8858  0.00
Cl -1.9500 -1.0424 3.4305  0.00
C -2.0324 -2.2760 2.1980  0.00
C -1.3164 -2.0705 1.0599  -0.01
C -1.2991 -3.1462 0.1955  0.00
Cl -0.2881 -2.9640 -1.2391  0.00
C -1.9954 -4.3366 0.3786  0.00
Cl -1.9225 -5.6296 -0.7600  0.00
C -2.7568 -4.4661 1.5080  0.00
Cl -3.6671 -5.9049 1.7615  0.00
C -2.7686 -3.4346 2.4430  0.00
Cl -3.6811 -3.6177 3.8977  0.00
O -2.8573 4.9315 4.7635  0.00
C -3.5934 4.2770 4.0056  0.00
O -4.8333 4.1799 3.9485  0.00
C -2.8380 3.2794 3.0926  0.00
C -3.5297 2.4457 2.2244  0.00
C -2.8293 1.6045 1.3806  0.00
N -1.4920 1.5592 1.3502  -0.01
C -0.8174 2.3546 2.2050  0.00
C -1.4487 3.2140 3.0829  0.00
C 0.7015 2.3132 2.1126  0.00
O 1.3765 3.0530 2.7865  0.00
O 1.1576 1.4527 1.2260  -0.01
H -4.6105 2.4847 2.2276  0.00
H -3.3392 0.9425 0.6898  0.00
H -0.8743 3.8497 3.7411  0.00

## Properties
Multiplicity   6
Relative energy (zero: lowest compared OMol25 entry of this formula, charge and spin)   0.00 kJ/mol
Orbital gap (spin up / spin down)   7.2458 / 7.2482 eV
LUMO (spin up / spin down)   1.75 / 1.75 eV
Net charge   -1
Max |F|   1.55 eV/Å

Record 2
Here is C26H16BiClF5N3O4SSe as an isolated structure in a non-equilibrium geometry from the Open Molecules 2025 dataset. Energies are from ωB97M-V/def2-TZVPD.

Each line ends with the Löwdin charge.
Element x y z (Å)
Bi 13.7250 12.9398 9.0225  1.71
C 11.8713 17.2781 7.7634  -0.04
C 12.8463 16.1716 7.9712  -0.50
O 12.4791 15.2060 8.6464  -0.20
C 14.1456 16.4180 7.4017  -0.05
C 15.3616 15.8208 7.6105  -0.32
C 16.6522 16.2175 6.9543  -0.06
N 15.4160 14.7606 8.5034  -0.13
N 16.6148 14.5122 9.0315  0.01
C 16.5543 13.6621 10.0861  -0.50
O 15.5582 12.9549 10.3483  -0.24
C 17.8307 13.4722 10.8475  -0.12
C 18.9876 14.1838 10.5773  -0.07
C 20.1923 13.9124 11.1965  -0.13
C 20.2166 13.0473 12.2533  -0.17
C 19.1127 12.3305 12.5988  -0.14
C 17.8979 12.5612 11.9790  -0.01
H 12.0843 18.1253 7.1394  0.06
H 10.8830 16.8925 7.3522  0.09
H 11.4830 17.6256 8.7118  0.08
H 14.1682 17.3715 6.8368  0.09
H 17.2664 16.8681 7.5608  0.06
H 17.2552 15.3121 6.7925  0.07
H 16.4754 16.5690 5.9514  0.06
H 18.8645 14.9163 9.7421  0.11
H 21.0733 14.4680 10.7727  0.11
H 21.1489 12.9894 12.9101  0.11
H 19.2242 11.4739 13.2777  0.10
H 16.9627 12.1683 12.3220  0.10
F 7.3534 14.1915 8.2416  0.08
C 8.2692 13.6577 7.4353  -0.21
C 8.6215 12.2960 7.3864  -0.13
F 7.7997 11.3760 8.0127  0.04
C 9.9182 11.8692 6.9330  -0.24
F 10.2297 10.5864 7.1690  0.05
C 10.9022 12.8051 6.4529  -0.64
S 12.5429 12.3923 6.2974  0.53
C 10.3600 14.1172 6.1832  -0.21
F 11.1841 15.0529 5.6102  0.03
C 9.1305 14.5324 6.7398  -0.16
F 8.6700 15.7768 6.5024  0.06
Cl 15.0187 4.5865 7.1864  0.65
C 14.8851 6.1602 7.8461  -0.70
C 13.7742 6.5244 8.6189  -0.09
C 13.5436 7.8989 8.8242  0.02
C 14.4679 8.8820 8.3738  -0.15
C 15.6078 8.4011 7.7693  -0.02
C 15.8375 7.0802 7.4066  -0.11
C 14.2527 10.2962 8.5749  -0.57
O 13.2972 10.6453 9.4323  -0.22
O 15.0009 11.2156 8.0237  -0.21
H 13.0517 5.8391 9.0144  0.09
H 12.6590 8.2339 9.3251  0.11
H 16.2414 9.2904 7.4429  0.15
H 16.7132 6.7640 6.8726  0.09
Se 12.1699 13.6432 11.3349  0.44
C 10.4678 13.6125 10.6270  -0.83
N 9.3603 13.5278 10.2133  0.04

## Properties
Relative energy (zero: lowest compared OMol25 entry of this formula, charge and spin)   95.19 kJ/mol
Orbital gap   4.9099 eV
LUMO   3.71 eV
Net charge   -2
Max |F|   4.80 eV/Å

Record 3
Here is C26H16Br2Cl2N4O3Ru as an isolated structure from the Open Molecules 2025 dataset. Energies are from ωB97M-V/def2-TZVPD.

Each line ends with the Löwdin spin population.
Element x y z (Å)
Ru 0.6237 0.1463 -0.5921  0.74
O -5.4662 -2.9109 -1.3526  0.00
C -4.4309 -3.5245 -1.0714  0.00
O -4.1798 -4.6838 -0.7198  0.00
C -3.1609 -2.6261 -1.1175  0.00
C -3.2852 -1.2451 -1.2365  0.00
C -2.1497 -0.4639 -1.1884  0.00
N -0.9416 -1.0331 -1.0552  0.00
C -0.7937 -2.3640 -0.9584  0.00
C -1.8962 -3.1918 -0.9838  0.00
C 0.6132 -2.7706 -0.7420  0.00
C 1.0633 -4.0730 -0.8545  0.00
C 2.4054 -4.3427 -0.6366  0.00
C 3.2630 -3.3060 -0.3036  0.00
C 2.7533 -2.0253 -0.2105  0.01
N 1.4619 -1.7626 -0.4290  0.02
C -2.0823 1.0141 -1.2427  0.00
C -3.1558 1.8216 -1.5648  0.00
C -2.9753 3.1960 -1.6119  0.00
C -1.7252 3.7277 -1.3430  0.00
C -0.6875 2.8685 -1.0334  0.00
N -0.8637 1.5457 -0.9784  0.02
H -4.2850 -0.8428 -1.3439  0.00
H -1.8396 -4.2664 -0.8599  0.00
H 0.3700 -4.8588 -1.1181  0.00
H 2.7766 -5.3543 -0.7271  0.00
H 4.3130 -3.4797 -0.1185  0.00
H 3.3745 -1.1791 0.0537  0.00
H -4.1153 1.3764 -1.7858  0.00
H -3.8044 3.8427 -1.8644  0.00
H -1.5439 4.7920 -1.3787  0.00
H 0.3130 3.2283 -0.8300  0.00
Br 4.0385 3.6555 0.6144  0.01
C 2.7372 2.8325 1.6840  0.04
C 2.5650 3.2389 3.0254  -0.01
C 1.6322 2.6433 3.8274  0.03
Br 1.4496 3.2167 5.6087  0.01
C 0.8023 1.6022 3.3267  0.00
C -0.1890 0.9073 4.0523  0.01
C -0.9141 -0.0809 3.4409  0.00
C -0.6764 -0.3809 2.0930  0.01
N 0.2379 0.2575 1.3880  -0.01
C 0.9872 1.2342 1.9864  0.00
C 1.9619 1.8343 1.1548  -0.01
O 2.0549 1.3728 -0.0990  0.14
H 3.1857 4.0335 3.4148  0.00
H -0.3665 1.1611 5.0885  0.00
H -1.6736 -0.6320 3.9759  0.00
H -1.2407 -1.1529 1.5839  0.00
Cl 1.5212 0.1744 -2.9401  0.00
C 2.8578 1.3909 -2.9642  0.00
Cl 2.2498 2.9801 -3.3610  0.00
H 3.5418 1.0474 -3.7307  0.00
H 3.2887 1.4094 -1.9716  0.00

## Properties
Multiplicity   2
Relative energy (zero: lowest compared OMol25 entry of this formula, charge and spin)   0.00 kJ/mol
Orbital gap (spin up / spin down)   6.3203 / 5.1407 eV
LUMO (spin up / spin down)   -4.04 / -5.22 eV
Net charge   +1
Max |F|   0.70 eV/Å

Record 4
Here is C26H16Cl3CoN5O2Se as an isolated structure in a non-equilibrium geometry from the Open Molecules 2025 dataset. Energies are from ωB97M-V/def2-TZVPD.

Each line ends with the Löwdin spin population.
Element x y z (Å)
Co -0.2805 -1.0015 -0.6131  -0.26
Cl 4.4822 1.3153 -4.8037  0.00
C 2.9398 1.0248 -4.0369  0.00
C 2.9263 0.3580 -2.8153  0.00
C 1.7156 0.0945 -2.1937  0.00
N 1.5213 -0.5768 -0.9857  0.00
C 2.4805 -0.9969 -0.1737  0.02
O 3.7063 -0.8954 -0.2725  0.03
C 1.8725 -1.6772 1.0370  0.05
C 2.6887 -2.1646 2.0392  0.00
C 2.1145 -2.7598 3.1484  0.05
C 0.7366 -2.8490 3.2076  0.01
C -0.0071 -2.3430 2.1555  0.02
N 0.5368 -1.7649 1.0889  0.04
C 0.5044 0.5089 -2.8032  0.00
C 0.5362 1.1931 -4.0079  0.00
C 1.7598 1.4410 -4.6229  0.00
Cl 1.7594 2.2874 -6.1515  0.00
N -0.6290 0.1287 -2.0842  -0.01
C -1.8795 0.4566 -2.3790  0.02
O -2.3232 1.1912 -3.2645  0.03
C -2.8262 -0.2727 -1.4473  0.05
C -4.1927 -0.1944 -1.6282  0.00
C -5.0239 -0.9672 -0.8352  0.05
C -4.4492 -1.8096 0.0979  0.01
C -3.0700 -1.8215 0.2200  0.03
N -2.2697 -1.0532 -0.5131  0.05
H 3.8449 0.0488 -2.3425  0.00
H 3.7563 -2.0503 1.9102  0.00
H 2.7253 -3.1430 3.9563  0.00
H 0.2310 -3.2988 4.0510  0.00
H -1.0857 -2.3934 2.1856  0.00
H -0.3847 1.5309 -4.4566  0.00
H -4.5580 0.4691 -2.4002  0.00
H -6.0998 -0.9281 -0.9536  0.00
H -5.0470 -2.4626 0.7188  0.00
H -2.5898 -2.4922 0.9178  0.00
Cl -2.0503 4.1491 1.4026  0.02
C -0.4732 3.6322 1.9909  0.11
C 0.3957 4.6076 2.4293  -0.01
C 1.6633 4.2837 2.9098  0.14
C 2.0205 2.9267 2.9182  -0.01
C 1.1553 1.9511 2.4896  0.10
C -0.1747 2.2272 2.0022  0.05
C -1.0400 1.2212 1.6097  0.38
H 0.0724 5.6427 2.3967  0.00
H 2.3448 5.0554 3.2461  0.01
H 3.0115 2.6397 3.2589  0.00
H 1.4734 0.9120 2.4935  0.00
H -2.0349 1.4292 1.2400  0.02
H -0.7618 0.1905 1.7797  0.01
Se -0.8252 -5.8653 -0.7147  0.00
C -0.5429 -4.1294 -1.0836  0.00
N -0.3563 -3.0060 -1.3187  -0.02

## Properties
Multiplicity   2
Relative energy (zero: lowest compared OMol25 entry of this formula, charge and spin)   260.17 kJ/mol
Orbital gap (spin up / spin down)   3.5788 / 4.5473 eV
LUMO (spin up / spin down)   4.43 / 3.72 eV
Net charge   -2
Max |F|   1.52 eV/Å